The following is a quantum chemistry calculation of C11H26B2ClN3O4S as an isolated structure in a non-equilibrium geometry, from OMol25.

XYZ file:
```
48
Properties=species:S:1:pos:R:3
C 4.187 -2.479 0.286
C 3.355 -1.077 -0.099
S 2.740 -0.368 1.474
C 0.989 0.169 1.552
N 0.227 0.450 0.285
B -1.100 1.122 0.730
O -1.812 1.961 -0.299
C -1.786 1.069 2.205
C -2.668 -0.266 2.553
B -0.278 -0.924 -0.218
O 0.366 -2.226 0.136
N -1.563 -1.096 -1.066
C -2.567 -1.991 -0.361
C -1.067 -1.982 -2.230
N 0.784 1.254 -0.634
C 0.729 0.919 -2.065
C -0.516 1.235 -3.137
O 1.813 0.355 -2.669
C 1.464 2.496 -0.230
C 0.790 4.020 -0.055
O 2.817 2.526 -0.060
H 4.650 -2.914 -0.697
H 3.330 -3.235 0.631
H 4.940 -2.325 1.167
H 4.167 -0.362 -0.575
H 2.592 -1.397 -0.917
H 0.976 1.185 2.182
H 0.399 -0.640 2.203
H -2.753 2.080 0.046
H -1.046 1.232 3.120
H -2.546 1.988 2.275
H -3.111 -0.113 3.651
H -3.629 -0.216 1.845
H -2.068 -1.267 2.434
H 0.033 -2.553 1.026
H -3.023 -2.839 -1.025
H -3.480 -1.295 -0.044
H -2.181 -2.484 0.626
H -1.729 -1.801 -3.183
H -1.066 -3.137 -1.934
H 0.044 -1.741 -2.540
H -0.357 0.726 -4.182
H -0.521 2.412 -3.325
H -1.571 0.972 -2.703
H 0.231 4.304 -1.053
H 1.630 4.839 0.150
H 0.017 3.950 0.852
Cl -0.829 -0.535 3.871
```

**E_LUMO**: -1.8 eV
**Frontier orbital gap**: 5.41 eV
**Total charge**: 0
**Relative energy (zero: lowest compared OMol25 entry of this formula, charge and spin)**: 240.7 kcal per mole